(1)
Molecular formula: C5H8O2
Method: DFT, ωB97M-V/def2-TZVPD

As for the HOMO energy: -0.3357 Eh. Its relative energy (zero: lowest compared OMol25 entry of this formula, charge and spin) is 1.755 eV. As for the charge: 0. The orbital gap is 9.91 eV.

```
15
Properties=species:S:1:pos:R:3:mulliken_charge:R:1
C -1.778 -0.396 -0.380 -1.408
C -0.397 0.184 -0.056 0.967
O -0.366 1.575 -0.328 -0.567
C 0.678 0.150 1.177 -0.743
C 1.824 0.018 0.123 -0.562
C 0.727 -0.668 -0.641 0.300
O 0.644 -1.823 -0.987 -0.587
H -2.585 -0.150 0.313 0.324
H -2.062 0.021 -1.365 0.388
H -1.731 -1.476 -0.542 0.342
H -1.084 1.794 -0.932 0.330
H 0.655 1.092 1.725 0.342
H 0.693 -0.708 1.855 0.306
H 2.089 0.994 -0.287 0.228
H 2.692 -0.607 0.325 0.340
```



(2)
Molecular formula: C53H38N7NaO6
Method: DFT, ωB97M-V/def2-TZVPD

As for the HOMO energy (spin up / spin down): -0.0575 / -0.0575 Eh. As for the charge: -2. The orbital gap (spin up / spin down) is 5.02 / 5.02 eV.

```
105
Properties=species:S:1:pos:R:3:mulliken_charge:R:1
Na 0.181 -0.102 -1.413 1.401
C 4.417 -1.803 7.567 -0.859
O 4.496 -2.655 6.447 -0.470
C 3.871 -2.233 5.300 1.067
C 3.836 -3.147 4.254 -0.838
C 3.230 -2.804 3.058 0.324
C 2.640 -1.555 2.879 -0.817
C 2.685 -0.654 3.933 -0.110
C 3.303 -0.975 5.141 -0.632
C 1.953 -1.198 1.596 0.760
C 2.765 -0.748 0.575 -0.311
C 4.197 -0.548 0.652 -0.644
C 4.610 -0.243 -0.606 -1.499
C 3.422 -0.279 -1.431 0.814
N 2.345 -0.573 -0.741 0.141
C 3.323 0.086 -2.869 0.049
C 1.792 2.111 -2.801 0.131
C 2.287 3.499 -2.663 -1.257
C 1.282 4.201 -2.138 -0.917
C 0.160 3.243 -1.898 0.498
C -1.053 3.590 -1.303 0.346
C -1.282 4.998 -0.864 -0.235
C -0.476 5.602 0.096 -0.664
C -0.684 6.912 0.529 -0.510
C -1.744 7.643 0.010 1.013
O -2.045 8.938 0.371 -0.467
C -1.308 9.485 1.442 -0.834
C -2.568 7.067 -0.948 -0.840
C -2.328 5.773 -1.376 -0.191
C -2.002 2.602 -0.866 0.354
N -1.744 1.306 -0.740 0.325
C -2.824 0.736 -0.085 -0.126
C -2.771 -0.414 0.655 1.272
C -4.060 -0.897 1.243 -1.040
C -4.957 -1.631 0.467 -0.025
C -6.155 -2.092 0.989 -0.894
C -6.479 -1.824 2.312 1.015
O -7.687 -2.312 2.750 -0.468
C -7.953 -2.216 4.130 -0.855
C -5.607 -1.087 3.105 -0.584
C -4.406 -0.637 2.561 -0.063
C -1.558 -1.091 1.098 0.092
C -1.519 -2.019 2.189 -1.196
C -0.194 -2.156 2.524 -1.231
C 0.533 -1.357 1.590 0.078
N -0.320 -0.724 0.731 -0.267
C -3.892 1.733 0.044 -1.340
C -3.363 2.897 -0.375 -1.421
N 0.485 2.024 -2.353 -0.307
C 4.071 -1.964 -3.749 0.094
C 5.255 -2.654 -3.968 -0.589
C 5.241 -4.036 -4.049 -0.634
C 4.042 -4.725 -3.908 0.591
O 4.107 -6.097 -4.032 -0.497
C 2.866 -6.775 -4.052 -0.770
C 2.865 -4.028 -3.677 -0.358
C 2.879 -2.640 -3.599 0.138
H 4.963 -0.869 7.404 0.314
H 4.873 -2.341 8.395 0.239
H 3.379 -1.566 7.815 0.352
H 4.290 -4.120 4.395 0.396
H 3.212 -3.514 2.240 0.530
H 2.227 0.319 3.806 0.519
H 3.326 -0.243 5.935 0.368
H 4.798 -0.624 1.546 0.508
H 5.611 -0.026 -0.947 0.536
H 3.264 3.839 -2.970 0.488
H 1.269 5.254 -1.900 0.510
H 0.337 5.026 0.522 0.502
H -0.021 7.332 1.272 0.342
H -1.745 10.457 1.659 0.239
H -0.255 9.617 1.178 0.308
H -1.371 8.855 2.334 0.343
H -3.383 7.651 -1.356 0.380
H -2.960 5.346 -2.145 0.535
H -4.703 -1.838 -0.566 0.556
H -6.848 -2.662 0.384 0.401
H -8.874 -2.767 4.307 0.242
H -8.095 -1.177 4.445 0.308
H -7.147 -2.658 4.722 0.351
H -5.846 -0.851 4.133 0.347
H -3.721 -0.064 3.175 0.482
H -2.367 -2.498 2.656 0.489
H 0.228 -2.768 3.308 0.448
H -4.865 1.568 0.481 0.504
H -3.838 3.866 -0.357 0.436
H 6.176 -2.096 -4.091 0.396
H 6.151 -4.595 -4.233 0.390
H 3.090 -7.826 -4.224 0.237
H 2.222 -6.403 -4.853 0.363
H 2.336 -6.673 -3.101 0.286
H 1.912 -4.527 -3.603 0.365
H 1.944 -2.105 -3.462 0.250
O 4.126 -0.584 -3.776 -0.559
C 2.556 1.093 -3.199 -0.499
N -2.088 -0.523 -3.416 -0.347
C -1.098 -1.435 -3.697 0.907
O -0.208 -1.653 -2.855 -0.832
C -1.202 -2.125 -4.955 0.170
C -0.316 -3.187 -5.271 0.279
N 0.386 -4.061 -5.560 -0.657
C -2.238 -1.807 -5.868 -0.185
N -3.097 -1.551 -6.603 -0.698
H -2.638 -0.170 -4.182 0.247
H -1.913 0.130 -2.660 0.168
```



(3)
Molecular formula: C11H18
Method: DFT, ωB97M-V/def2-TZVPD

As for the HOMO energy: -0.3226 Eh. Its relative energy (zero: lowest compared OMol25 entry of this formula, charge and spin) is 8.835 eV. As for the charge: 0. The orbital gap is 9.55 eV.

```
29
Properties=species:S:1:pos:R:3:mulliken_charge:R:1
C 1.388 2.475 -1.687 -0.673
C 1.181 1.321 -1.022 -0.251
C -0.113 0.832 -0.625 0.429
C -1.172 1.604 -0.949 -0.431
C -1.041 2.845 -1.580 -0.737
C 0.243 3.271 -1.864 -0.297
C 0.041 -1.361 0.812 1.567
C 0.992 -1.920 1.871 -1.304
C -0.740 -0.179 1.591 -1.209
C -1.053 -2.516 0.743 -1.118
C 0.500 -1.254 -0.483 -1.887
H 2.410 2.813 -1.842 0.361
H 2.085 0.697 -0.861 0.336
H -0.132 -0.073 -0.021 0.565
H -2.215 1.365 -0.648 0.369
H -1.870 3.553 -1.874 0.301
H 0.362 4.183 -2.501 0.272
H 2.071 -1.361 2.014 0.229
H 0.189 -1.697 2.757 0.356
H 1.383 -2.983 1.663 0.338
H -1.203 0.511 0.725 0.113
H -1.442 -0.472 2.321 0.594
H 0.096 0.561 2.320 0.213
H -1.623 -2.218 -0.256 0.296
H -1.843 -2.491 1.706 0.214
H -0.678 -3.551 0.437 0.355
H 0.871 -2.272 -0.740 0.553
H -0.194 -1.057 -1.318 0.504
H 1.507 -0.627 -0.686 -0.058
```



(4)
Molecular formula: C6H9Cl2NO2
Method: DFT, ωB97M-V/def2-TZVPD

As for the HOMO energy: -0.3977 Eh. Its relative energy (zero: lowest compared OMol25 entry of this formula, charge and spin) is 0.199 eV. As for the structure (SMILES): C[C@](CO)(CCl)[C@@](O)(Cl)C#N. As for the charge: 0. The orbital gap is 10.99 eV.

```
20
Properties=species:S:1:pos:R:3:mulliken_charge:R:1
C 1.824 -1.687 -0.328 0.088
C -0.203 -0.569 1.680 -1.600
C -0.481 1.494 0.124 -0.827
C -1.148 -0.861 -0.647 -0.699
C 1.288 -0.336 -0.461 0.688
C -0.151 -0.086 0.269 0.673
N 2.238 -2.730 -0.264 -0.383
O -0.390 1.909 -1.211 -0.549
O 1.414 0.143 -1.711 -0.522
Cl -2.729 -1.267 0.185 -0.219
Cl 2.392 0.796 0.722 -0.230
H 0.383 0.047 2.305 0.471
H -1.327 -0.620 1.762 0.383
H 0.173 -1.526 1.933 0.387
H -1.509 1.609 0.548 0.408
H 0.326 2.058 0.689 0.366
H -1.578 -0.383 -1.508 0.357
H -0.664 -1.743 -0.897 0.440
H -0.842 2.745 -1.389 0.326
H 0.983 1.008 -1.801 0.444
```



(5)
Molecular formula: C5H7N3
Method: DFT, ωB97M-V/def2-TZVPD

As for the HOMO energy: -0.3214 Eh. Its relative energy (zero: lowest compared OMol25 entry of this formula, charge and spin) is 4.409 eV. As for the structure (SMILES): [H]/N=C1\C[C@H]1[C@]1(N)C=N1. As for the charge: 0. The orbital gap is 9.78 eV.

```
15
Properties=species:S:1:pos:R:3:mulliken_charge:R:1
C 0.191 1.709 -0.118 -0.601
C -0.237 -0.850 -0.511 0.867
C 0.231 1.011 1.172 0.318
N -1.242 -1.426 -1.322 -0.584
C 0.854 -1.649 0.159 -0.515
C -0.637 0.438 0.139 -0.330
N 1.202 -1.022 -0.880 -0.595
N 0.602 0.906 2.354 -0.663
H -1.508 -0.820 -2.090 0.232
H -0.984 -2.342 -1.668 0.255
H 1.259 1.623 2.664 0.259
H 1.258 -2.385 0.819 0.350
H 1.050 1.611 -0.767 0.261
H -0.332 2.651 -0.202 0.293
H -1.709 0.543 0.251 0.452
```



(6)
Molecular formula: C5H9N3O
Method: DFT, ωB97M-V/def2-TZVPD

As for the HOMO energy: -0.2886 Eh. Its relative energy (zero: lowest compared OMol25 entry of this formula, charge and spin) is 4.318 eV. As for the charge: 0. The orbital gap is 8.59 eV.

```
18
Properties=species:S:1:pos:R:3:mulliken_charge:R:1
C 1.286 0.736 0.852 0.716
C -1.037 0.092 0.117 1.008
C -1.916 0.892 1.010 -1.254
C -1.648 -0.064 -1.281 -1.439
C 3.109 -0.577 -0.391 -0.762
N -0.640 -1.152 0.360 0.531
N -0.087 -2.142 0.329 -0.786
N 1.895 -0.040 0.144 -0.261
O 0.653 1.549 1.404 -0.530
H -2.859 1.017 0.562 0.388
H -1.510 1.857 1.251 0.309
H -1.942 0.390 2.124 0.262
H -2.734 -0.140 -1.152 0.328
H -1.285 -0.952 -1.966 0.326
H -1.500 0.832 -1.900 0.313
H 3.959 0.139 -0.421 0.319
H 3.391 -1.388 0.337 0.291
H 2.865 -1.049 -1.378 0.240
```



Number 1: electronic energy -9408.078 eV. Number 2: electronic energy -82709.727 eV. Number 3: electronic energy -11690.445 eV. Number 4: electronic energy -36996.357 eV. Number 5: electronic energy -9764.979 eV. Number 6: electronic energy -11845.090 eV.